This record from the OMol25 dataset describes a structure of composition C32H32InN2PS4Te. The level of theory is ωB97M-V/def2-TZVPD.

```
73
C32H32InN2PS4Te, DFT ωB97M-V/def2-TZVPD
In 0.128 -0.562 -1.768
C -2.425 -2.069 1.714
C -2.377 -2.243 0.218
C -1.579 -3.221 -0.372
C -1.550 -3.393 -1.752
C -0.698 -4.458 -2.395
C -2.323 -2.548 -2.547
C -3.123 -1.554 -1.987
C -3.927 -0.622 -2.857
C -3.144 -1.424 -0.602
H -2.185 -1.040 1.994
H -1.724 -2.736 2.216
H -3.427 -2.279 2.097
H -0.974 -3.867 0.257
H -0.226 -5.092 -1.645
H 0.087 -4.009 -3.007
H -1.299 -5.090 -3.050
H -2.305 -2.675 -3.625
H -3.371 0.303 -3.035
H -4.868 -0.353 -2.378
H -4.147 -1.074 -3.824
H -3.772 -0.660 -0.152
N -0.923 3.044 -0.600
P -1.131 1.640 0.387
C -1.915 2.447 1.845
C -1.222 3.195 2.798
C -1.892 3.752 3.880
C -3.261 3.563 4.025
C -3.962 2.825 3.083
C -3.290 2.269 2.001
C 0.558 1.401 1.085
C 1.688 2.012 0.555
C 2.949 1.745 1.083
C 3.092 0.840 2.123
C 1.970 0.200 2.639
C 0.714 0.484 2.127
C -0.806 3.058 -1.983
C -0.478 4.253 -2.639
C -0.394 4.251 -4.012
C -0.630 3.074 -4.717
C -0.922 1.943 -3.987
N -1.007 1.922 -2.648
H -0.671 3.911 -0.148
H -0.151 3.334 2.703
H -1.344 4.328 4.615
H -3.779 3.988 4.876
H -5.029 2.675 3.194
H -3.834 1.687 1.265
H 1.597 2.695 -0.281
H 3.821 2.232 0.664
H 4.074 0.627 2.528
H 2.078 -0.527 3.434
H -0.158 -0.010 2.544
H -0.295 5.153 -2.064
H -0.137 5.163 -4.538
H -0.569 3.034 -5.796
H -1.076 0.989 -4.481
S 0.886 -1.424 -4.259
S 2.068 0.248 -4.211
S 3.885 -0.313 -3.435
S 3.531 -0.329 -1.417
Te 2.966 -2.628 -0.972
C 3.994 -2.741 0.872
C 4.975 -1.833 1.255
C 5.623 -1.991 2.475
C 5.295 -3.045 3.317
C 4.311 -3.947 2.936
C 3.661 -3.797 1.718
H 5.235 -1.003 0.609
H 6.397 -1.289 2.763
H 5.804 -3.164 4.265
H 4.041 -4.766 3.590
H 2.891 -4.507 1.431
```

multiplicity = 1
energy relative to the best compared isomer or geometry (same formula, charge and spin) = 8.2 kcal/mol
highest occupied orbital energy = -6.920 eV
LUMO level = -0.0142 eV

Results of the Löwdin charge analysis, in e, for atoms 1 through 4: atom 1 (In): 0.471, atom 2 (C): -0.039, atom 3 (C): -0.286, atom 4 (C): -0.045

This record from the OMol25 dataset describes a structure of composition C32H32InN2PS4Te. The level of theory is ωB97M-V/def2-TZVPD.

```
73
C32H32InN2PS4Te, DFT ωB97M-V/def2-TZVPD
In -0.803 0.408 0.253
C -0.221 -0.701 4.848
C 0.501 -1.003 3.570
C 1.358 -0.072 2.999
C 2.039 -0.344 1.819
C 2.898 0.717 1.199
C 1.878 -1.591 1.226
C 1.055 -2.551 1.802
C 0.917 -3.909 1.187
C 0.361 -2.243 2.962
H 0.383 -1.018 5.698
H -1.165 -1.238 4.894
H -0.416 0.365 4.953
H 1.515 0.881 3.492
H 2.498 1.004 0.224
H 3.917 0.366 1.042
H 2.915 1.604 1.831
H 2.416 -1.827 0.318
H 1.896 -4.366 1.067
H 0.457 -3.831 0.205
H 0.304 -4.557 1.810
H -0.284 -2.985 3.412
N -0.954 -2.528 -2.141
P -0.497 -0.891 -2.353
C -0.726 -0.748 -4.159
C -0.138 -1.627 -5.063
C -0.280 -1.406 -6.419
C -0.998 -0.312 -6.876
C -1.586 0.561 -5.976
C -1.451 0.342 -4.617
C 1.321 -1.020 -2.425
C 1.985 0.193 -2.576
C 3.362 0.215 -2.693
C 4.078 -0.972 -2.668
C 3.419 -2.179 -2.500
C 2.041 -2.205 -2.366
C -1.710 -2.876 -1.051
C -2.383 -4.103 -0.999
C -3.113 -4.410 0.127
C -3.153 -3.494 1.174
C -2.436 -2.326 1.043
N -1.727 -2.019 -0.034
H -1.098 -3.096 -2.970
H 0.443 -2.466 -4.706
H 0.188 -2.075 -7.127
H -1.087 -0.137 -7.938
H -2.134 1.417 -6.336
H -1.904 1.009 -3.897
H 1.405 1.112 -2.608
H 3.885 1.151 -2.811
H 5.153 -0.962 -2.781
H 3.984 -3.101 -2.454
H 1.525 -3.144 -2.214
H -2.328 -4.783 -1.837
H -3.647 -5.346 0.192
H -3.736 -3.690 2.058
H -2.412 -1.587 1.836
S -3.210 1.008 -0.923
S -3.406 2.806 -0.014
S -2.174 4.180 -0.858
S -0.252 3.761 -0.029
Te -0.662 3.078 2.195
C -0.714 4.983 3.193
C -1.367 5.001 4.419
C -1.371 6.148 5.192
C -0.732 7.289 4.738
C -0.094 7.278 3.509
C -0.080 6.128 2.736
H -1.871 4.109 4.766
H -1.872 6.149 6.149
H -0.731 8.184 5.345
H 0.406 8.171 3.161
H 0.422 6.122 1.778
```

multiplicity = 1
energy relative to the best compared isomer or geometry (same formula, charge and spin) = 15.2 kcal/mol
highest occupied orbital energy = -6.680 eV
LUMO level = 0.1664 eV

Results of the Löwdin charge analysis, in e, for atoms 1 through 4: atom 1 (In): 0.388, atom 2 (C): -0.040, atom 3 (C): -0.282, atom 4 (C): -0.083

This record from the OMol25 dataset describes a structure of composition C32H32N4O7P2STl. The level of theory is ωB97M-V/def2-TZVPD.

```
79
C32H32N4O7P2STl, DFT ωB97M-V/def2-TZVPD
Tl 2.095 0.844 -2.527
O -1.398 2.217 -2.978
C -1.806 1.408 -2.224
O -1.011 0.270 -1.902
C -3.086 1.320 -1.490
C -4.013 2.342 -1.392
C -5.162 2.100 -0.652
C -5.370 0.868 -0.031
C -4.437 -0.155 -0.134
C -3.291 0.090 -0.872
P -1.862 -0.919 -1.227
C -1.017 -1.571 0.170
C -1.311 -2.889 0.530
C -0.710 -3.435 1.649
C 0.187 -2.675 2.390
C 0.482 -1.367 2.027
C -0.122 -0.804 0.915
C -2.169 -2.169 -2.435
C -3.448 -2.421 -2.924
C -3.621 -3.401 -3.888
C -2.522 -4.099 -4.368
C -1.243 -3.830 -3.890
C -1.055 -2.869 -2.913
H -3.823 3.296 -1.863
H -5.903 2.880 -0.546
H -6.271 0.710 0.546
H -4.599 -1.104 0.360
H -1.986 -3.488 -0.070
H -0.926 -4.456 1.934
H 0.672 -3.108 3.254
H 1.197 -0.792 2.599
H 0.141 0.202 0.609
H -4.297 -1.856 -2.561
H -4.610 -3.614 -4.269
H -2.660 -4.856 -5.128
H -0.393 -4.370 -4.284
H -0.061 -2.657 -2.528
N 2.095 0.988 5.691
C 2.531 0.870 4.386
C 3.539 -0.043 4.052
C 3.952 -0.192 2.742
C 3.353 0.563 1.741
C 2.352 1.471 2.057
C 1.940 1.626 3.366
S 3.857 0.364 0.070
O 5.201 -0.123 0.056
O 3.595 1.644 -0.604
N 2.790 -0.596 -0.663
C 2.714 -1.930 -0.401
N 3.411 -2.463 0.614
C 3.321 -3.773 0.784
C 2.533 -4.585 -0.015
C 1.811 -3.932 -0.998
N 1.881 -2.624 -1.206
H 2.723 0.665 6.408
H 1.615 1.838 5.932
H 4.008 -0.627 4.834
H 4.736 -0.888 2.480
H 1.898 2.065 1.278
H 1.167 2.347 3.608
H 3.901 -4.189 1.602
H 2.476 -5.654 0.125
H 1.138 -4.485 -1.649
C 2.291 4.674 0.638
O 0.912 4.272 0.716
P 0.247 3.617 -0.606
O 0.175 4.922 -1.545
C 0.255 4.825 -2.971
O -1.300 3.584 -0.065
C -1.553 2.960 1.194
H 2.366 5.618 0.100
H 2.899 3.913 0.144
H 2.638 4.806 1.659
H -0.741 4.723 -3.396
H 0.861 3.970 -3.277
H 0.716 5.742 -3.327
H -2.625 2.786 1.265
H -1.235 3.608 2.010
H -1.033 2.000 1.287
```

multiplicity = 1
net charge = +1
energy relative to the best compared isomer or geometry (same formula, charge and spin) = 8.6 kcal/mol
highest occupied orbital energy = -10.233 eV
LUMO level = -3.3730 eV

Results of the Löwdin charge analysis, in e, for atoms 1 through 4: atom 1 (Tl): 0.891, atom 2 (O): 0.159, atom 3 (C): -0.422, atom 4 (O): -0.182